No. 1
{
  "formula": "C4H9NO2",
  "method": "ωB97M-V with the def2-TZVPD basis set",
  "de_lowest_kj_mol": 32.89,
  "total_energy_ha": -363.0730,
  "smiles": "C[C@@H](O)CC(N)=O",
  "homo_ev": -9.587,
  "homo_lumo_gap_ev": 10.258,
  "fmax_ev_per_a": 0.3,
  "lumo_energy_ev": 0.671,
  "symbols": ["C", "C", "O", "C", "C", "N", "O", "H", "H", "H", "H", "H", "H", "H", "H", "H"],
  "positions_angstrom": [[0.7444, -1.9514, -0.7679], [-0.1889, -0.8676, -0.2474], [-0.3967, -1.0013, 1.1620], [0.3866, 0.5252, -0.4745], [-0.5805, 1.6935, -0.3213], [-1.6338, 1.4817, 0.5183], [-0.4150, 2.7381, -0.9270], [1.7189, -1.8871, -0.2724], [0.8913, -1.8426, -1.8477], [0.3294, -2.9506, -0.5877], [-1.1583, -0.9445, -0.7647], [-0.7313, -1.8914, 1.3320], [1.2149, 0.6724, 0.2311], [0.8041, 0.6041, -1.4823], [-2.2139, 2.2818, 0.7223], [-1.6089, 0.7009, 1.1604]],
  "forces_ev_per_a": [[0.042, -0.027, -0.012], [0.046, 0.056, -0.284], [-0.140, -0.252, 0.086], [0.057, -0.001, -0.077], [0.036, 0.089, -0.008], [0.066, 0.118, 0.007], [-0.080, -0.293, 0.158], [-0.126, 0.004, -0.061], [-0.022, -0.018, 0.155], [0.045, 0.149, -0.003], [0.128, 0.010, 0.071], [0.057, 0.159, 0.027], [-0.105, 0.013, -0.086], [-0.073, -0.006, 0.137], [0.069, -0.125, -0.004], [0.000, 0.123, -0.107]],
  "mulliken_charge": [-1.39, 0.45, -0.57, -0.61, 0.32, -0.33, -0.64, 0.32, 0.37, 0.39, 0.27, 0.33, 0.31, 0.33, 0.23, 0.22]
}

=====

No. 2
{
  "formula": "C3H8F2O",
  "method": "ωB97M-V with the def2-TZVPD basis set",
  "de_lowest_kj_mol": 27.00,
  "total_energy_ha": -394.0546,
  "smiles": "CCO.FCF",
  "homo_ev": -10.573,
  "homo_lumo_gap_ev": 11.479,
  "fmax_ev_per_a": 1.6,
  "lumo_energy_ev": 0.906,
  "symbols": ["C", "C", "O", "H", "H", "H", "H", "H", "H", "F", "C", "F", "H", "H"],
  "positions_angstrom": [[0.0449, 3.8715, 0.1936], [0.2085, 3.7309, 1.6966], [0.3812, 2.3731, 2.1057], [0.9145, 3.4347, -0.3257], [-0.0328, 4.9360, -0.0847], [-0.8661, 3.3514, -0.1470], [1.1250, 4.2506, 2.0362], [-0.6518, 4.1872, 2.2230], [-0.4197, 1.8780, 1.8339], [0.9307, -1.6976, 3.3104], [0.7391, -0.4327, 2.8624], [-0.4796, -0.3576, 2.2738], [0.7987, 0.2822, 3.7055], [1.5295, -0.1630, 2.1358]],
  "forces_ev_per_a": [[0.085, -0.012, -0.204], [0.286, 0.273, 0.320], [-0.790, -0.173, -0.340], [-0.356, 0.164, 0.166], [-0.015, -0.394, 0.067], [0.293, 0.202, 0.058], [-0.480, -0.205, -0.161], [0.311, -0.163, -0.155], [0.661, 0.325, 0.242], [-0.095, -0.042, -0.044], [1.173, 0.969, 0.306], [-0.212, -0.057, -0.087], [-0.343, -0.499, -0.277], [-0.519, -0.388, 0.110]],
  "mulliken_charge": [-1.00, -0.29, -0.44, 0.26, 0.34, 0.32, 0.26, 0.25, 0.28, -0.25, 0.21, -0.24, 0.14, 0.14]
}

=====

No. 3
{
  "formula": "BrCr2",
  "method": "ωB97M-V with the def2-TZVPD basis set",
  "de_lowest_kj_mol": 5.38,
  "total_energy_ha": -4661.5328,
  "multiplicity": 9,
  "total_charge": 3,
  "homo_ev": [-24.385, -24.572],
  "homo_lumo_gap_ev": [6.565, 9.217],
  "fmax_ev_per_a": 0.8,
  "lumo_energy_ev": [-17.820, -15.355],
  "symbols": ["Cr", "Cr", "Br"],
  "positions_angstrom": [[-2.6469, 0.1332, -0.1551], [2.6152, -0.0355, -0.2097], [0.0317, -0.0977, 0.3647]],
  "forces_ev_per_a": [[0.783, -0.040, 0.048], [-0.669, 0.012, 0.040], [-0.114, 0.028, -0.088]],
  "mulliken_charge": [1.50, 1.45, 0.05]
}

=====

No. 4
{
  "formula": "C4H9NO",
  "method": "ωB97M-V with the def2-TZVPD basis set",
  "de_lowest_kj_mol": 186.15,
  "total_energy_ha": -287.7616,
  "smiles": "CCCNC=O",
  "homo_ev": -9.939,
  "homo_lumo_gap_ev": 10.848,
  "fmax_ev_per_a": 4.6,
  "lumo_energy_ev": 0.909,
  "symbols": ["C", "C", "C", "N", "C", "O", "H", "H", "H", "H", "H", "H", "H", "H", "H"],
  "positions_angstrom": [[-0.5006, -0.0778, -2.0788], [-1.6465, 0.0618, -1.0254], [-0.9660, -0.3277, 0.4729], [0.0564, 0.6048, 0.9638], [1.3200, 0.3183, 1.2035], [1.9700, -0.6752, 0.9095], [-0.7957, -0.0366, -3.1493], [0.2554, 0.8177, -2.0328], [0.1063, -0.9337, -1.8275], [-2.0913, 1.1010, -0.7798], [-2.4106, -0.5714, -1.3423], [-1.7150, -0.4109, 1.3072], [-0.6042, -1.3054, 0.2549], [0.0680, 1.4808, 0.4154], [1.7915, 1.1788, 1.6987]],
  "forces_ev_per_a": [[0.891, 3.104, 0.133], [2.711, 2.480, 2.848], [-1.984, 0.030, -1.320], [-2.972, 1.017, -2.171], [3.519, -1.279, -0.189], [-1.004, 0.410, 0.709], [-0.195, -0.464, 0.809], [-1.303, -1.460, 0.197], [-0.008, -0.498, -0.266], [0.741, -1.363, -1.250], [-1.454, -1.249, 0.239], [0.340, 0.092, -1.127], [0.850, -0.741, 0.428], [-0.530, -0.184, 0.984], [0.397, 0.105, -0.025]],
  "mulliken_charge": [-0.83, -0.59, -0.65, -0.17, 0.01, -0.54, 0.32, 0.20, 0.28, 0.28, 0.36, 0.31, 0.34, 0.29, 0.38]
}

=====

No. 5
{
  "formula": "C4H8NO3S",
  "method": "ωB97M-V with the def2-TZVPD basis set",
  "de_lowest_kj_mol": 520.73,
  "total_energy_ha": -835.7416,
  "total_charge": -1,
  "homo_ev": -4.680,
  "homo_lumo_gap_ev": 8.365,
  "fmax_ev_per_a": 4.2,
  "lumo_energy_ev": 3.685,
  "symbols": ["C", "C", "C", "C", "N", "O", "O", "O", "S", "H", "H", "H", "H", "H", "H", "H", "H"],
  "positions_angstrom": [[2.9897, -1.8601, -0.2919], [0.2199, 0.3498, 0.1625], [-2.7139, 0.5427, -0.5445], [-2.0623, -0.1018, 0.7084], [1.2155, 1.0938, 0.5347], [0.1411, -0.4450, -0.8174], [3.7255, 1.2529, 0.6514], [-0.7985, 0.4877, 1.0998], [2.6873, 0.5053, -0.0391], [1.9367, -1.9610, 0.0413], [3.5019, -1.6878, 0.6215], [-3.7336, 0.1345, -0.6258], [-2.7331, 1.5472, -0.6048], [-2.1102, 0.2562, -1.3783], [-1.8773, -1.1057, 0.4034], [-2.6931, -0.0478, 1.5652], [2.3044, 1.0392, -1.4865]],
  "forces_ev_per_a": [[-1.050, 1.849, -0.815], [-0.828, -1.796, -0.836], [0.011, -3.480, 0.918], [0.889, 1.353, -1.319], [2.762, -0.170, 0.670], [-0.351, 1.068, 1.455], [0.559, 0.129, -0.294], [-1.316, -0.269, -0.939], [-3.117, 0.387, -2.752], [0.075, -0.233, -0.155], [0.966, -0.232, 1.478], [0.262, 0.142, -0.192], [-0.245, 3.647, 0.522], [0.170, -0.555, -0.688], [0.081, -1.026, 0.158], [-0.396, 0.050, 0.708], [1.528, -0.864, 2.081]],
  "mulliken_charge": [-0.55, 0.72, -1.17, -0.28, -0.53, -0.70, -0.59, -0.42, 0.42, 0.13, 0.19, 0.32, 0.38, 0.30, 0.28, 0.37, 0.13]
}

=====

No. 6
{
  "formula": "CH5S3",
  "method": "ωB97M-V with the def2-TZVPD basis set",
  "de_lowest_kj_mol": 118.53,
  "total_energy_ha": -1235.6620,
  "total_charge": -1,
  "homo_ev": -3.560,
  "homo_lumo_gap_ev": 7.009,
  "fmax_ev_per_a": 2.7,
  "lumo_energy_ev": 3.449,
  "symbols": ["C", "S", "S", "H", "H", "H", "H", "S", "H"],
  "positions_angstrom": [[-1.2755, 0.0643, -0.3708], [-0.7103, 1.5481, -1.2547], [1.4322, 1.5871, -0.9421], [-1.0613, -0.8863, -0.8843], [-2.3884, 0.0795, -0.4992], [-0.9463, 0.0120, 0.6813], [1.3072, 0.3926, 0.0993], [1.5426, -0.9058, 1.1924], [2.0998, -1.8915, 1.9781]],
  "forces_ev_per_a": [[-0.976, -0.544, -0.533], [0.613, -0.050, 0.159], [-1.574, -1.572, 1.048], [0.704, 0.437, 0.202], [0.648, 0.486, 0.563], [-0.282, 0.099, -0.574], [1.047, 1.892, -1.597], [-0.092, -1.454, 1.331], [-0.088, 0.707, -0.600]],
  "mulliken_charge": [-0.86, -0.13, -0.33, 0.34, 0.26, 0.27, 0.10, -0.67, 0.02]
}